1.
ORCA calculation (ωB97M-V/def2-TZVPD) on a structure of composition C38H37N6OSbSe4SiV.

Positions of all 89 atoms, in Å:
V (-0.03, -0.31, 0.31)
N (-3.23, 2.64, -0.19)
C (-2.16, 1.89, -0.44)
N (-1.50, 1.26, 0.48)
C (-1.84, 1.45, 1.82)
N (-1.01, 1.10, 2.74)
N (0.13, 0.55, 2.08)
C (1.32, 0.83, 2.62)
C (2.37, 0.72, 1.70)
C (3.74, 1.00, 2.02)
C (4.67, 0.97, 1.03)
C (4.28, 0.66, -0.29)
C (2.97, 0.37, -0.54)
N (2.00, 0.39, 0.41)
C (-3.13, 2.09, 2.12)
C (-3.70, 2.10, 3.39)
C (-4.90, 2.73, 3.62)
C (-5.56, 3.37, 2.55)
C (-5.02, 3.36, 1.29)
C (-3.80, 2.71, 1.07)
H (-3.65, 3.09, -1.00)
H (-1.88, 1.80, -1.49)
H (1.41, 1.28, 3.60)
H (4.00, 1.26, 3.04)
H (5.70, 1.22, 1.25)
H (4.97, 0.67, -1.11)
H (2.62, 0.15, -1.54)
H (-3.16, 1.61, 4.19)
H (-5.33, 2.74, 4.61)
H (-6.51, 3.86, 2.72)
H (-5.54, 3.82, 0.46)
Se (2.46, 1.27, -4.60)
Sb (0.60, 1.98, -3.21)
Se (-0.04, -0.31, -2.08)
Se (1.05, 3.48, -1.37)
Se (-1.65, 2.31, -4.17)
O (0.78, -2.02, 0.66)
C (1.43, -3.02, 0.38)
C (1.94, -3.23, -1.01)
C (3.40, -3.70, -0.96)
C (4.26, -2.94, 0.06)
C (4.23, -3.48, 1.49)
C (2.90, -3.33, 2.22)
N (1.80, -3.88, 1.39)
H (1.84, -2.26, -1.52)
H (1.28, -3.92, -1.56)
H (3.82, -3.59, -1.96)
H (3.44, -4.78, -0.74)
H (3.97, -1.88, 0.06)
H (5.30, -2.96, -0.29)
H (5.00, -2.97, 2.09)
H (4.51, -4.54, 1.47)
H (2.66, -2.28, 2.42)
H (2.91, -3.85, 3.18)
H (2.09, -4.77, 1.00)
C (-4.01, -3.56, 4.13)
C (-3.11, -2.51, 4.16)
C (-2.56, -2.03, 2.97)
C (-2.89, -2.57, 1.73)
C (-3.81, -3.64, 1.74)
C (-4.36, -4.13, 2.91)
Si (-2.15, -1.78, 0.12)
C (-3.69, -0.93, -0.62)
C (-3.71, -0.41, -1.93)
C (-4.81, 0.28, -2.43)
C (-5.93, 0.49, -1.63)
C (-5.94, 0.00, -0.33)
C (-4.84, -0.70, 0.16)
C (-1.78, -3.35, -0.90)
C (-1.29, -4.47, -0.22)
C (-0.87, -5.62, -0.89)
C (-0.92, -5.67, -2.28)
C (-1.40, -4.56, -2.97)
C (-1.82, -3.43, -2.30)
H (-4.44, -3.93, 5.05)
H (-2.83, -2.05, 5.10)
H (-1.86, -1.21, 3.01)
H (-4.09, -4.10, 0.79)
H (-5.06, -4.95, 2.88)
H (-2.83, -0.50, -2.56)
H (-4.75, 0.68, -3.43)
H (-6.78, 1.04, -2.02)
H (-6.80, 0.17, 0.31)
H (-4.88, -1.06, 1.18)
H (-1.23, -4.46, 0.86)
H (-0.49, -6.47, -0.33)
H (-0.59, -6.55, -2.81)
H (-1.44, -4.58, -4.06)
H (-2.16, -2.58, -2.88)

- ΔE to the lowest compared entry with this formula, charge and spin (eV) = 0.000
- ⟨S²⟩ = 0.805
- E_HOMO (spin up / spin down) (eV) = -1.194 / -1.224
- HOMO-LUMO gap (spin up / spin down) (eV) = 5.2 / 5.2
- 2S+1 = 2
- charge = -2

Here are the Löwdin charges for atoms 1 to 8, given in e: 0.40 0.17 -0.19 0.01 -0.31 0.10 -0.15 -0.12

---

2.
ORCA calculation (ωB97M-V/def2-TZVPD) on a structure of composition C38H37O2PPdSSi.

Positions of all 81 atoms, in Å:
Pd (-0.27, -0.74, 0.96)
O (-0.07, 0.17, 3.38)
C (-0.40, -0.85, 2.87)
C (-0.96, -2.08, 3.55)
C (-0.82, -2.19, 4.93)
C (-1.29, -3.34, 5.56)
C (-1.90, -4.33, 4.80)
C (-2.07, -4.19, 3.43)
C (-1.60, -3.04, 2.80)
P (-1.77, -2.62, 1.03)
C (-2.31, -4.17, 0.25)
C (-3.64, -4.47, -0.04)
C (-3.97, -5.70, -0.60)
C (-2.98, -6.64, -0.86)
C (-1.65, -6.35, -0.58)
C (-1.32, -5.12, -0.03)
C (-3.33, -1.64, 1.04)
C (-3.68, -1.02, -0.16)
C (-4.84, -0.26, -0.25)
C (-5.65, -0.09, 0.87)
C (-5.30, -0.69, 2.06)
C (-4.15, -1.47, 2.15)
H (-0.33, -1.40, 5.48)
H (-1.18, -3.46, 6.62)
H (-2.26, -5.23, 5.29)
H (-2.56, -4.96, 2.85)
H (-4.42, -3.75, 0.17)
H (-5.00, -5.93, -0.82)
H (-3.24, -7.60, -1.30)
H (-0.88, -7.07, -0.79)
H (-0.28, -4.88, 0.18)
H (-3.05, -1.13, -1.03)
H (-5.10, 0.20, -1.19)
H (-6.54, 0.52, 0.80)
H (-5.92, -0.56, 2.94)
H (-3.90, -1.95, 3.09)
O (-1.34, 1.37, 0.57)
S (-0.50, 2.51, 0.05)
C (0.61, 1.89, -1.26)
C (1.79, 2.81, -1.45)
C (2.02, 3.43, -2.66)
C (3.10, 4.28, -2.83)
C (3.96, 4.52, -1.77)
C (3.74, 3.89, -0.55)
C (2.67, 3.03, -0.39)
C (-1.65, 3.43, -0.98)
C (-0.98, 4.54, -1.75)
C (-0.21, 5.50, -1.10)
C (0.45, 6.48, -1.83)
C (0.32, 6.53, -3.21)
C (-0.46, 5.59, -3.86)
C (-1.11, 4.60, -3.13)
H (0.03, 1.76, -2.17)
H (0.94, 0.92, -0.87)
H (1.34, 3.26, -3.49)
H (3.27, 4.77, -3.78)
H (4.80, 5.19, -1.89)
H (4.42, 4.06, 0.28)
H (2.51, 2.52, 0.55)
H (-2.40, 3.79, -0.28)
H (-2.12, 2.70, -1.64)
H (-0.09, 5.46, -0.02)
H (1.06, 7.21, -1.31)
H (0.83, 7.30, -3.78)
H (-0.57, 5.62, -4.94)
H (-1.71, 3.85, -3.64)
C (5.32, -2.74, -0.38)
Si (4.68, -0.98, -0.35)
C (4.85, -0.24, -2.05)
C (5.70, 0.00, 0.86)
C (2.94, -0.97, 0.16)
C (1.76, -0.94, 0.49)
H (6.37, -2.78, -0.68)
H (4.74, -3.34, -1.09)
H (5.23, -3.20, 0.60)
H (5.85, -0.39, -2.45)
H (4.65, 0.84, -2.02)
H (4.13, -0.69, -2.74)
H (6.75, 0.05, 0.55)
H (5.66, -0.44, 1.86)
H (5.32, 1.03, 0.93)

- ΔE to the lowest compared entry with this formula, charge and spin (eV) = 0.543
- E_HOMO (eV) = -7.247
- HOMO-LUMO gap (eV) = 7.1
- charge = 0

Here are the Löwdin charges for atoms 1 to 8, given in e: 0.59 0.09 -0.41 -0.21 -0.01 -0.06 -0.06 -0.06

---

3.
ORCA calculation (ωB97M-V/def2-TZVPD) on a structure of composition C38H38AlN6O.

Positions of all 84 atoms, in Å:
Al (0.02, -0.40, -0.63)
C (-2.22, -5.97, -3.74)
C (-1.02, -6.08, -2.78)
C (-1.32, -7.15, -1.73)
C (0.25, -6.48, -3.56)
C (-0.78, -4.72, -2.16)
C (-0.83, -4.50, -0.78)
C (-0.61, -3.24, -0.28)
N (-0.33, -2.19, -1.08)
C (-0.28, -2.38, -2.43)
C (-0.50, -3.61, -2.97)
C (0.04, -1.15, -3.21)
C (0.14, -1.10, -4.58)
C (0.45, 0.10, -5.24)
C (0.62, 1.23, -4.44)
C (0.50, 1.14, -3.08)
N (0.22, -0.02, -2.46)
C (0.56, 0.13, -6.75)
C (1.68, -0.85, -7.16)
C (-0.78, -0.33, -7.35)
C (0.90, 1.52, -7.28)
H (-2.40, -6.95, -4.19)
H (-2.03, -5.26, -4.56)
H (-3.12, -5.67, -3.22)
H (-1.48, -8.11, -2.23)
H (-2.22, -6.93, -1.16)
H (-0.48, -7.29, -1.04)
H (0.09, -7.46, -4.01)
H (1.12, -6.55, -2.91)
H (0.47, -5.78, -4.37)
H (-1.05, -5.30, -0.09)
H (-0.64, -3.04, 0.79)
H (-0.45, -3.75, -4.04)
H (0.00, -2.00, -5.16)
H (0.86, 2.19, -4.88)
H (0.64, 2.00, -2.44)
H (1.47, -1.88, -6.87)
H (2.64, -0.56, -6.74)
H (1.78, -0.83, -8.25)
H (-1.04, -1.35, -7.06)
H (-0.71, -0.31, -8.43)
H (-1.59, 0.33, -7.05)
H (1.86, 1.88, -6.90)
H (0.12, 2.25, -7.03)
H (0.97, 1.49, -8.36)
C (-0.06, 6.82, 10.71)
O (1.03, 6.15, 10.06)
C (0.80, 5.49, 8.93)
C (-0.45, 5.39, 8.31)
C (-0.57, 4.67, 7.14)
C (0.53, 4.04, 6.56)
C (1.78, 4.15, 7.19)
C (1.91, 4.86, 8.35)
C (0.43, 3.29, 5.33)
N (1.44, 2.65, 4.73)
C (0.90, 2.09, 3.64)
C (-0.46, 2.36, 3.52)
N (-0.74, 3.13, 4.62)
C (-1.25, 1.88, 2.45)
C (-2.63, 2.10, 2.25)
C (-3.27, 1.56, 1.15)
C (-2.54, 0.80, 0.24)
N (-1.24, 0.58, 0.40)
C (-0.58, 1.10, 1.49)
C (0.81, 0.82, 1.59)
N (1.37, 0.04, 0.60)
C (2.67, -0.25, 0.65)
C (3.48, 0.20, 1.69)
C (2.94, 0.97, 2.69)
C (1.57, 1.30, 2.66)
H (0.37, 7.28, 11.59)
H (-0.83, 6.10, 11.00)
H (-0.48, 7.59, 10.06)
H (-1.32, 5.86, 8.74)
H (-1.56, 4.61, 6.69)
H (2.64, 3.67, 6.75)
H (2.87, 4.95, 8.85)
H (-1.63, 3.52, 4.88)
H (-3.20, 2.69, 2.95)
H (-4.32, 1.72, 0.99)
H (-3.01, 0.37, -0.63)
H (3.07, -0.86, -0.15)
H (4.53, -0.07, 1.69)
H (3.55, 1.34, 3.51)

- E_HOMO (eV) = -13.744
- HOMO-LUMO gap (eV) = 4.5
- charge = +3

Here are the Löwdin charges for atoms 1 to 8, given in e: 0.50 -0.02 -0.55 -0.04 -0.02 -0.08 0.06 -0.02

---

4.
ORCA calculation (ωB97M-V/def2-TZVPD) on a cluster of 2 separate species, C38H38BF3O3S in total.

Positions of all 84 atoms, in Å:
C (7.72, -2.75, -3.42)
C (6.71, -2.13, -2.54)
C (6.85, -1.64, -1.25)
C (5.60, -1.20, -0.68)
C (4.54, -1.39, -1.53)
B (2.97, -1.03, -1.31)
C (2.27, -2.37, -0.62)
C (2.00, -2.42, 0.74)
C (1.41, -3.56, 1.29)
C (1.10, -4.63, 0.46)
C (0.38, -5.84, 0.99)
F (-0.82, -6.02, 0.34)
F (1.11, -6.99, 0.79)
F (0.11, -5.76, 2.32)
C (1.39, -4.61, -0.90)
C (1.99, -3.46, -1.43)
O (3.04, 0.09, -0.43)
C (2.32, 1.12, -1.08)
C (0.90, 1.09, -0.57)
C (2.90, 2.46, -0.69)
C (2.42, 0.72, -2.65)
C (1.25, 1.17, -3.53)
C (3.73, 1.21, -3.23)
O (2.41, -0.71, -2.60)
S (5.07, -1.93, -3.09)
H (8.71, -2.67, -2.97)
H (7.49, -3.81, -3.58)
H (7.73, -2.26, -4.39)
H (7.79, -1.61, -0.72)
H (5.54, -0.80, 0.33)
H (2.27, -1.59, 1.39)
H (1.20, -3.62, 2.36)
H (1.16, -5.46, -1.53)
H (2.26, -3.45, -2.49)
H (0.36, 2.00, -0.83)
H (0.36, 0.21, -0.96)
H (0.92, 1.00, 0.52)
H (2.31, 3.26, -1.14)
H (2.82, 2.54, 0.40)
H (3.95, 2.57, -0.97)
H (1.16, 2.26, -3.51)
H (1.44, 0.87, -4.57)
H (0.31, 0.73, -3.20)
H (3.68, 2.30, -3.34)
H (4.58, 0.96, -2.58)
H (3.92, 0.77, -4.21)
C (-3.01, 6.12, -3.05)
C (-2.73, 4.84, -2.33)
C (-2.46, 3.67, -3.06)
C (-2.17, 2.49, -2.40)
C (-2.17, 2.40, -0.98)
C (-1.92, 1.13, -0.38)
C (-2.38, 0.70, 0.89)
C (-3.34, 1.42, 1.66)
C (-3.73, 0.99, 2.92)
C (-3.19, -0.20, 3.44)
O (-3.38, -0.64, 4.74)
C (-4.67, -0.68, 5.30)
C (-5.24, -1.94, 5.50)
C (-6.54, -2.01, 6.00)
C (-7.23, -0.85, 6.34)
C (-6.62, 0.40, 6.20)
C (-5.33, 0.50, 5.66)
C (-2.34, -0.99, 2.65)
C (-1.91, -0.54, 1.42)
C (-2.35, 3.62, -0.25)
C (-2.70, 4.79, -0.93)
H (-3.35, 6.90, -2.35)
H (-2.11, 6.48, -3.56)
H (-3.78, 5.99, -3.82)
H (-2.53, 3.68, -4.15)
H (-1.96, 1.57, -2.97)
H (-1.58, 0.33, -1.05)
H (-3.80, 2.32, 1.25)
H (-4.45, 1.59, 3.51)
H (-4.69, -2.83, 5.20)
H (-7.01, -2.99, 6.12)
H (-8.25, -0.92, 6.73)
H (-7.13, 1.32, 6.50)
H (-4.86, 1.46, 5.49)
H (-2.02, -1.96, 3.04)
H (-1.20, -1.14, 0.84)
H (-2.21, 3.64, 0.83)
H (-2.98, 5.68, -0.35)

- ΔE to the lowest compared entry with this formula, charge and spin (eV) = 4.175
- E_HOMO (eV) = -6.251
- HOMO-LUMO gap (eV) = 2.8
- charge = 0

Here are the Löwdin charges for atoms 1 to 8, given in e: -0.14 -0.61 -0.14 -0.13 -0.38 -0.96 -0.06 -0.03

---

5.
ORCA calculation (ωB97M-V/def2-TZVPD) on a structure of composition C38H38F3N4OSTa.

Positions of all 86 atoms, in Å:
Ta (-0.22, -0.36, -0.22)
C (0.07, 0.59, 3.26)
C (-0.63, 1.87, 2.84)
C (-1.29, 1.81, 1.45)
N (-0.42, 1.65, 0.33)
C (0.10, 2.64, -0.47)
C (-0.02, 3.92, -0.07)
C (0.57, 5.05, -0.62)
C (1.14, 5.30, -1.84)
C (1.19, 4.34, -2.84)
C (1.06, 2.95, -2.78)
C (0.69, 2.15, -1.65)
N (0.72, 0.79, -1.75)
C (1.52, 0.27, -2.93)
C (1.95, -1.24, -2.96)
C (0.86, -2.23, -2.45)
N (0.63, -2.06, -1.04)
C (1.15, -2.99, -0.14)
C (2.23, -3.77, -0.38)
C (2.73, -4.88, 0.37)
C (2.38, -5.32, 1.56)
C (1.38, -4.82, 2.40)
C (0.60, -3.74, 2.29)
C (0.48, -2.88, 1.19)
N (-0.32, -1.81, 1.32)
C (-1.32, -1.48, 2.36)
C (-0.76, -0.66, 3.52)
H (0.61, 0.77, 4.24)
H (0.89, 0.36, 2.54)
H (0.02, 2.72, 2.90)
H (-1.45, 2.11, 3.58)
H (-1.98, 2.62, 1.30)
H (-1.97, 0.90, 1.43)
H (-0.51, 4.09, 0.87)
H (0.53, 5.93, -0.02)
H (1.41, 6.31, -2.01)
H (1.43, 4.74, -3.79)
H (1.32, 2.46, -3.65)
H (2.25, 1.01, -3.09)
H (0.94, 0.55, -3.82)
H (2.84, -1.35, -2.28)
H (2.27, -1.49, -3.95)
H (1.34, -3.15, -2.69)
H (-0.08, -2.18, -2.94)
H (2.57, -3.67, -1.39)
H (3.43, -5.43, -0.17)
H (2.86, -6.21, 2.02)
H (1.11, -5.57, 3.19)
H (-0.09, -3.58, 3.18)
H (-1.70, -2.39, 2.70)
H (-2.09, -0.94, 1.75)
H (-0.13, -1.21, 4.18)
H (-1.67, -0.36, 4.08)
F (-7.80, -0.43, -5.52)
C (-8.15, -0.93, -4.32)
F (-9.03, -0.07, -3.79)
F (-8.80, -2.10, -4.54)
C (-6.85, -0.96, -3.56)
C (-6.52, 0.33, -3.01)
C (-5.34, 0.45, -2.31)
C (-4.53, -0.66, -2.08)
C (-4.82, -1.88, -2.67)
C (-6.02, -2.11, -3.33)
C (-3.25, -0.49, -1.49)
C (-2.18, -0.34, -0.93)
H (-7.17, 1.19, -3.25)
H (-5.09, 1.40, -1.89)
H (-4.08, -2.69, -2.59)
H (-6.27, -3.05, -3.82)
C (4.41, -0.16, 0.02)
S (2.93, 0.78, 0.45)
O (1.83, -0.31, 0.71)
C (3.37, 1.37, 2.09)
C (3.90, 0.43, 3.09)
C (4.23, 0.94, 4.32)
C (4.05, 2.32, 4.58)
C (3.61, 3.22, 3.65)
C (3.29, 2.73, 2.36)
H (4.45, -1.08, 0.62)
H (5.20, 0.49, 0.21)
H (4.55, -0.48, -1.01)
H (4.13, -0.60, 2.91)
H (4.69, 0.29, 5.05)
H (4.28, 2.66, 5.60)
H (3.46, 4.23, 3.95)
H (2.92, 3.40, 1.57)

- ΔE to the lowest compared entry with this formula, charge and spin (eV) = 1.199
- E_HOMO (eV) = -13.175
- HOMO-LUMO gap (eV) = 6.7
- charge = +2

Here are the Löwdin charges for atoms 1 to 8, given in e: 1.85 -0.21 -0.16 -0.23 -0.15 -0.24 0.02 -0.02